C39H50Br3GeIN3OPtSi as an isolated structure, computed with wB97M-V/def2-TZVPD.

Structure (XYZ):
```
100
C39H50Br3GeIN3OPtSi wB97M-V/def2-TZVPD
Pt 0.637 0.233 -0.058
O 1.086 -3.873 -4.521
C 1.151 -2.861 -3.654
C 1.887 -2.906 -2.473
C 1.841 -1.831 -1.625
N 1.122 -0.717 -1.889
C 0.502 -0.656 -3.078
Br -0.245 0.987 -3.602
C 0.470 -1.690 -3.977
H 1.596 -4.633 -4.215
H 2.498 -3.767 -2.232
H 2.402 -1.827 -0.702
H -0.042 -1.598 -4.923
C -0.529 1.608 -0.685
Ge -2.378 2.206 -0.239
C -2.681 3.888 -1.172
C -2.429 3.984 -2.544
C -2.615 5.186 -3.213
C -3.062 6.302 -2.519
C -3.315 6.218 -1.157
C -3.140 5.012 -0.486
C -3.718 0.968 -0.927
C -3.585 0.503 -2.237
C -4.440 -0.468 -2.743
C -5.459 -0.974 -1.948
C -5.635 -0.485 -0.663
C -4.782 0.489 -0.159
C -2.442 2.610 1.661
C -3.210 1.920 2.602
C -3.141 2.252 3.948
C -2.297 3.268 4.375
C -1.515 3.952 3.454
C -1.585 3.621 2.107
H 0.081 2.347 -1.212
H -2.075 3.121 -3.100
H -2.412 5.250 -4.275
H -3.220 7.236 -3.042
H -3.650 7.092 -0.614
H -3.362 4.956 0.572
H -2.815 0.902 -2.877
H -4.311 -0.823 -3.758
H -6.127 -1.731 -2.338
H -6.442 -0.862 -0.048
H -4.968 0.878 0.830
H -3.868 1.122 2.293
H -3.747 1.715 4.666
H -2.251 3.530 5.424
H -0.861 4.750 3.782
H -0.969 4.160 1.394
Br 3.142 0.750 0.058
C 1.354 -3.422 4.833
C 0.449 -4.397 4.064
C 0.466 -5.749 4.810
C -0.973 -3.817 4.129
Si 1.060 -4.643 2.271
Br 0.302 -2.740 1.198
C 2.960 -4.563 2.066
C 3.644 -5.545 3.040
C 3.388 -4.954 0.644
C 3.523 -3.153 2.323
C 0.194 -6.037 1.296
C 0.849 -7.389 1.644
C 0.252 -5.836 -0.228
C -1.295 -6.119 1.669
H 0.930 -3.262 5.830
H 1.411 -2.449 4.336
H 2.364 -3.806 4.970
H 0.251 -5.579 5.869
H 1.440 -6.243 4.749
H -0.288 -6.440 4.431
H -1.282 -3.762 5.179
H -1.707 -4.429 3.606
H -1.015 -2.808 3.719
H 3.368 -6.583 2.837
H 3.412 -5.332 4.083
H 4.730 -5.463 2.927
H 3.029 -5.940 0.354
H 4.481 -4.976 0.592
H 3.032 -4.221 -0.088
H 3.428 -2.852 3.365
H 3.038 -2.394 1.704
H 4.589 -3.147 2.074
H 1.895 -7.437 1.336
H 0.320 -8.195 1.125
H 0.802 -7.603 2.714
H 1.269 -5.864 -0.617
H -0.204 -4.893 -0.531
H -0.305 -6.648 -0.708
H -1.444 -6.370 2.719
H -1.770 -6.908 1.078
H -1.819 -5.183 1.457
I -0.955 -0.048 5.869
C 0.070 0.259 4.117
C 1.426 0.478 3.976
N 1.672 0.602 2.670
N 0.548 0.479 1.956
C -0.444 0.268 2.818
H 2.208 0.539 4.714
H 2.550 0.772 2.178
H -1.454 0.118 2.485
```

Values from the calculation:
E_tot: -12260.8771 a.u.
Multiplicity: 1
HOMO level: -10.5 eV
Energy relative to the best compared isomer or geometry (same formula, charge and spin): 45.9 kcal/mol
Net charge: +1

***

C39H50F3Ge2N3Re as an isolated structure, computed with wB97M-V/def2-TZVPD.

Structure (XYZ):
```
98
C39H50F3Ge2N3Re wB97M-V/def2-TZVPD
Re -0.441 0.274 0.114
C 1.163 -1.771 1.826
C 0.519 -0.880 2.827
C 1.029 0.476 2.511
C 1.938 0.422 1.463
C 2.065 -0.949 1.085
C 3.127 -1.477 0.204
C 2.755 1.556 0.906
C 0.646 1.656 3.330
C 0.388 -1.273 4.282
C 1.396 -3.255 1.954
H 2.868 -2.437 -0.234
H 4.016 -1.629 0.831
H 3.415 -0.771 -0.573
H 2.209 2.498 0.912
H 3.065 1.365 -0.121
H 3.660 1.704 1.499
H -0.431 1.703 3.500
H 1.002 2.597 2.918
H 1.104 1.541 4.318
H -0.399 -0.706 4.779
H 1.335 -1.063 4.785
H 0.164 -2.328 4.407
H 1.019 -3.807 1.093
H 0.926 -3.651 2.848
H 2.467 -3.451 2.033
C 0.537 1.068 -4.643
C 1.076 0.843 -3.222
Ge 0.060 -0.556 -2.282
C 1.010 -2.257 -2.446
C 0.893 -2.783 -3.886
C -1.679 -0.846 -3.094
C -2.812 -1.060 -2.414
Ge -2.676 -0.840 -0.478
C -3.850 0.460 0.428
C -5.247 0.023 0.892
C -2.335 -2.473 0.563
C -3.577 -3.362 0.691
C -4.102 -1.485 -3.034
C -4.245 -1.588 -4.420
C -5.442 -1.996 -4.984
C -6.527 -2.316 -4.176
C -6.404 -2.226 -2.799
C -5.200 -1.813 -2.243
H 1.141 1.803 -5.175
H -0.492 1.435 -4.628
H 0.545 0.152 -5.235
H 1.058 1.777 -2.660
H 2.119 0.513 -3.250
H 0.586 -2.976 -1.739
H 2.057 -2.108 -2.190
H -0.144 -2.973 -4.164
H 1.437 -3.721 -3.996
H 1.315 -2.081 -4.608
H -1.672 -0.989 -4.175
H -3.920 1.311 -0.253
H -3.277 0.814 1.294
H -5.905 -0.181 0.050
H -5.711 0.819 1.475
H -5.218 -0.865 1.524
H -2.404 -1.141 2.239
H -1.557 -3.009 0.008
H -4.357 -2.887 1.290
H -3.350 -4.318 1.164
H -3.993 -3.580 -0.293
H -3.419 -1.345 -5.076
H -5.532 -2.065 -6.060
H -7.460 -2.636 -4.620
H -7.240 -2.478 -2.159
H -5.123 -1.764 -1.164
N -0.739 5.680 0.404
C -1.026 4.575 -0.309
C -0.547 3.303 0.052
N -0.836 2.227 -0.687
C -1.602 2.384 -1.783
C -2.065 3.647 -2.108
N -1.794 4.726 -1.392
H -0.177 5.663 1.234
H -1.111 6.562 0.091
H 0.067 3.162 0.928
H -1.824 1.511 -2.380
H -2.685 3.784 -2.988
F -1.103 -6.237 6.639
C -2.315 -5.817 6.243
F -2.940 -5.304 7.306
F -2.998 -6.896 5.840
C -2.188 -4.810 5.126
C -1.612 -5.216 3.929
C -1.466 -4.312 2.892
C -1.871 -2.986 3.037
C -2.492 -2.613 4.223
C -2.646 -3.513 5.272
C -1.752 -1.969 1.912
C -0.451 -1.172 1.694
H -1.289 -6.243 3.806
H -1.053 -4.658 1.952
H -2.859 -1.597 4.343
H -3.120 -3.206 6.194
```

Values from the calculation:
E_tot: -6211.4456 a.u.
Multiplicity: 4
HOMO level (alpha / beta): -13.1 / -13.1 eV
Net charge: +2

***

A 6-piece molecular cluster, C39H50N overall, computed with wB97M-V/def2-TZVPD.

Structure (XYZ):
```
90
C39H50N wB97M-V/def2-TZVPD
C 2.643 2.659 -2.828
C 1.696 2.606 -1.616
C 1.345 1.139 -1.321
C 0.364 3.339 -1.810
C 0.418 4.842 -2.161
C 0.238 5.076 -3.672
C 0.590 6.493 -4.131
C 1.957 6.853 -3.575
N 1.811 6.915 -2.089
C 1.623 5.525 -1.525
H 2.123 2.789 -3.769
H 3.173 1.717 -2.900
H 3.419 3.409 -2.696
H 2.167 2.992 -0.712
H 0.837 1.025 -0.368
H 2.239 0.528 -1.303
H 0.702 0.784 -2.122
H -0.178 2.837 -2.608
H -0.239 3.219 -0.914
H -0.458 5.295 -1.697
H -0.821 4.934 -3.872
H 0.761 4.340 -4.272
H 0.563 6.573 -5.209
H -0.138 7.168 -3.681
H 2.649 6.052 -3.809
H 2.337 7.799 -3.943
H 1.037 7.526 -1.828
H 2.683 7.284 -1.704
H 1.436 5.648 -0.465
H 2.561 5.014 -1.685
C -1.208 -1.098 0.699
C -1.145 -1.357 2.061
C -0.442 -2.460 2.525
C 0.202 -3.300 1.627
C 0.139 -3.041 0.265
C -0.568 -1.940 -0.199
H -1.762 -0.240 0.336
H -1.647 -0.702 2.761
H -0.398 -2.667 3.586
H 0.749 -4.163 1.987
H 0.639 -3.699 -0.434
H -0.621 -1.740 -1.262
C 1.418 -7.216 -0.362
C 2.136 -6.443 0.540
C 2.329 -6.890 1.839
C 1.809 -8.114 2.236
C 1.091 -8.888 1.335
C 0.895 -8.438 0.036
H 1.267 -6.867 -1.376
H 2.546 -5.490 0.229
H 2.887 -6.285 2.543
H 1.962 -8.465 3.248
H 0.683 -9.841 1.645
H 0.336 -9.042 -0.667
C -2.684 -9.414 0.847
C -2.562 -8.809 2.090
C -3.447 -9.135 3.108
C -4.448 -10.071 2.886
C -4.568 -10.677 1.643
C -3.687 -10.347 0.623
H -1.996 -9.156 0.052
H -1.778 -8.083 2.264
H -3.357 -8.660 4.077
H -5.136 -10.327 3.682
H -5.347 -11.408 1.470
H -3.782 -10.817 -0.347
C 2.945 3.622 4.224
C 4.211 4.107 3.926
C 4.490 4.591 2.656
C 3.497 4.594 1.686
C 2.231 4.111 1.985
C 1.953 3.622 3.254
H 2.731 3.242 5.214
H 4.982 4.106 4.684
H 5.479 4.963 2.422
H 3.717 4.971 0.692
H 1.455 4.113 1.227
H 0.968 3.241 3.485
C -3.596 5.192 -1.822
C -4.497 5.771 -0.938
C -4.958 5.047 0.153
C -4.516 3.748 0.363
C -3.614 3.170 -0.518
C -3.156 3.892 -1.611
H -3.243 5.753 -2.680
H -4.844 6.782 -1.103
H -5.667 5.495 0.837
H -4.878 3.185 1.213
H -3.271 2.156 -0.355
H -2.459 3.438 -2.305
```

Values from the calculation:
E_tot: -1570.5962 a.u.
Multiplicity: 1
HOMO level: -10.2 eV
Energy relative to the best compared isomer or geometry (same formula, charge and spin): 0.0 kcal/mol
Net charge: +1

***

C39H50N12O4PS2ScSi as an isolated structure, computed with wB97M-V/def2-TZVPD.

Structure (XYZ):
```
110
C39H50N12O4PS2ScSi wB97M-V/def2-TZVPD
Sc -0.145 0.356 0.243
N -4.045 2.152 -1.240
C -3.243 1.892 -0.213
N -2.187 1.246 -0.644
C -2.395 1.119 -2.002
N -3.531 1.673 -2.413
C -1.407 0.455 -2.796
C -1.438 0.436 -4.191
N -0.491 -0.081 -4.951
C 0.579 -0.606 -4.234
C 0.626 -0.607 -2.874
N -0.359 -0.124 -2.084
H -4.927 2.627 -1.235
H -3.437 2.183 0.809
H -2.292 0.890 -4.691
H 1.400 -1.016 -4.812
H 1.491 -1.009 -2.358
S -0.926 2.413 2.018
C -1.716 1.335 3.126
C -2.946 1.663 3.708
C -3.588 0.829 4.620
C -4.848 1.241 5.188
N -5.849 1.598 5.631
C -2.989 -0.386 4.973
C -1.766 -0.728 4.404
C -1.108 0.096 3.491
S 0.443 -0.354 2.850
C -3.612 -1.266 5.929
N -4.110 -1.968 6.695
H -3.405 2.611 3.457
H -1.302 -1.666 4.684
O -1.540 -1.039 0.704
C -1.998 -2.192 0.427
C -1.346 -3.106 -0.416
C -2.064 -4.202 -0.936
C -1.544 -4.971 -1.942
C -0.284 -4.700 -2.512
C 0.472 -3.683 -1.944
C 0.003 -2.936 -0.880
O 0.871 -2.083 -0.194
N -2.336 -6.089 -2.444
O -3.408 -6.335 -1.921
O -1.832 -6.808 -3.289
H -2.975 -2.474 0.831
H -3.059 -4.414 -0.567
H 0.072 -5.282 -3.347
H 1.460 -3.473 -2.330
C 3.095 -4.028 -0.229
Si 2.050 -2.833 0.763
C 1.244 -3.800 2.117
C 3.196 -1.483 1.310
H 3.865 -4.433 0.439
H 3.600 -3.532 -1.064
H 2.516 -4.866 -0.625
H 1.978 -4.405 2.662
H 0.487 -4.471 1.699
H 0.755 -3.113 2.811
H 4.092 -1.923 1.765
H 2.733 -0.819 2.042
H 3.499 -0.879 0.448
N 1.434 1.416 -0.474
P 1.993 2.819 -0.633
N 3.269 3.185 0.398
C 4.112 4.373 0.349
C 5.575 4.009 0.590
C 5.751 3.452 2.012
C 4.477 2.721 2.476
C 3.727 2.113 1.300
N 2.680 3.148 -2.179
C 4.048 2.667 -2.395
C 4.434 2.777 -3.882
C 3.683 3.935 -4.535
C 2.179 3.619 -4.530
C 1.838 2.746 -3.318
N 0.929 4.099 -0.422
C 1.221 5.290 0.364
C -0.072 5.931 0.854
C -0.965 6.364 -0.319
C -0.893 5.334 -1.466
C -0.458 3.988 -0.902
H 3.822 5.098 1.122
H 3.976 4.874 -0.612
H 6.202 4.892 0.436
H 5.886 3.260 -0.141
H 5.989 4.263 2.706
H 6.601 2.764 2.031
H 3.807 3.411 2.995
H 4.726 1.927 3.183
H 2.862 1.555 1.645
H 4.382 1.400 0.777
H 4.179 1.624 -2.061
H 4.734 3.284 -1.818
H 4.187 1.851 -4.410
H 5.515 2.910 -3.960
H 4.042 4.111 -5.552
H 3.873 4.845 -3.958
H 1.895 3.083 -5.440
H 1.600 4.547 -4.501
H 1.989 1.689 -3.555
H 0.787 2.831 -3.073
H 1.784 6.031 -0.229
H 1.834 5.024 1.225
H 0.172 6.785 1.489
H -0.597 5.202 1.476
H -0.659 7.350 -0.679
H -1.995 6.461 0.034
H -0.155 5.646 -2.212
H -1.855 5.240 -1.975
H -0.532 3.204 -1.646
H -1.135 3.697 -0.095
```

Values from the calculation:
E_tot: -4662.3611 a.u.
Multiplicity: 1
HOMO level (alpha / beta): -0.5 / -1.2 eV
Energy relative to the best compared isomer or geometry (same formula, charge and spin): 7.0 kcal/mol
Net charge: -2